Record 1
Formula: C20H35N2O2P2Re
Source: the OMol25 dataset
Level of theory: the ωB97M-V functional and the def2-TZVPD basis

Atoms and positions in Å:
1 Re 0.094 0.705 0.148
2 P -2.049 0.451 -0.491
3 C -2.006 0.737 -2.285
4 C -0.813 1.370 -2.751
5 N 0.300 1.324 -1.936
6 C 1.538 1.529 -2.408
7 C 1.711 2.116 -3.658
8 C 0.600 2.338 -4.473
9 C -0.654 1.945 -4.032
10 C 2.696 1.091 -1.541
11 P 2.122 -0.157 -0.265
12 H -1.556 2.075 -4.630
13 H 2.725 2.357 -3.966
14 H 0.721 2.810 -5.449
15 H 3.469 0.598 -2.149
16 H 3.162 1.949 -1.024
17 H -1.971 -0.768 -3.219
18 H -2.942 0.988 -2.804
19 H -0.943 -2.318 -2.428
20 O -1.647 -1.641 -3.639
21 H -2.335 -1.918 -4.267
22 H -0.054 -0.896 -0.373
23 O -0.497 -2.447 -1.515
24 H -0.404 -3.394 -1.325
25 C 2.351 -1.721 -1.153
26 H 3.210 -1.656 -1.832
27 H 2.504 -2.501 -0.398
28 H 1.421 -1.950 -1.697
29 C 3.445 -0.189 0.958
30 H 3.235 -1.018 1.644
31 H 4.415 -0.360 0.472
32 H 3.458 0.751 1.529
33 C -3.144 1.676 0.269
34 H -4.105 1.687 -0.257
35 H -3.284 1.401 1.322
36 H -2.682 2.668 0.222
37 C -2.964 -1.097 -0.268
38 H -3.199 -1.206 0.797
39 H -3.886 -1.057 -0.861
40 H -2.308 -1.918 -0.599
41 C 3.385 3.416 3.318
42 N 2.569 2.294 2.914
43 C 2.459 1.284 3.954
44 C 1.374 2.648 2.132
45 C 0.158 1.905 2.577
46 C -0.678 2.544 3.494
47 C -1.736 1.843 4.051
48 C -1.965 0.503 3.718
49 C -1.137 -0.161 2.818
50 C -0.159 0.600 2.110
51 H 2.919 4.007 4.131
52 H 3.575 4.085 2.468
53 H 4.337 3.020 3.695
54 H 1.801 1.594 4.786
55 H 2.096 0.328 3.549
56 H 3.476 1.145 4.352
57 H 1.222 3.736 2.226
58 H 1.601 2.487 1.046
59 H -0.485 3.588 3.761
60 H -2.364 2.342 4.790
61 H -2.793 -0.026 4.202
62 H -1.237 -1.225 2.590

Computed properties:
* E_LUMO (spin up / spin down): -10.74 / -12.34 eV
* <S²>: 3.795
* total charge: +3
* multiplicity: 4
* gap between HOMO and LUMO (spin up / spin down): 6.32 / 4.58 eV
* E_HOMO (spin up / spin down): -17.1 / -16.9 eV
* energy above the lowest of the compared OMol25 structures with the same formula, charge and spin: 0.0 kcal/mol

Record 2
Formula: C4H2LiO5
Source: the OMol25 dataset
Level of theory: the ωB97M-V functional and the def2-TZVPD basis

Atoms and positions in Å:
1 O 1.242 1.100 -0.381
2 C 0.890 1.538 -1.517
3 O 1.620 2.098 -2.342
4 O 1.508 -2.853 1.271
5 C 0.597 -2.252 1.650
6 C -0.509 -1.575 1.932
7 C -0.678 1.484 -1.785
8 O -1.125 1.965 -2.833
9 O -1.360 1.038 -0.814
10 Li -0.226 0.336 0.508
11 H -0.519 -0.983 2.849
12 H -1.440 -1.896 1.462

Computed properties:
* E_LUMO: 2.26 eV
* total charge: -1
* multiplicity: 1
* gap between HOMO and LUMO: 5.96 eV
* E_HOMO: -3.7 eV
* energy above the lowest of the compared OMol25 structures with the same formula, charge and spin: 0.0 kcal/mol

Record 3
Formula: CH12N2O4
Source: the OMol25 dataset
Level of theory: the ωB97M-V functional and the def2-TZVPD basis

Atoms and positions in Å:
1 H 0.949 -1.622 0.573
2 N 0.273 -0.886 0.753
3 C -0.701 -1.020 -0.066
4 N -1.654 -0.031 -0.080
5 H -0.784 -1.826 -0.775
6 H -1.412 0.806 0.424
7 H -2.379 -0.004 -0.779
8 O 0.889 1.243 -2.579
9 H 1.065 1.486 -1.668
10 H 0.100 1.754 -2.813
11 O -1.457 0.804 3.044
12 H -1.003 0.152 2.481
13 H -1.165 1.690 2.839
14 O 2.003 0.449 2.694
15 H 1.243 0.026 2.271
16 H 2.279 1.076 2.017
17 O 0.735 -1.529 -2.464
18 H 0.297 -1.993 -3.200
19 H 0.723 -0.574 -2.669

Computed properties:
* E_LUMO: 0.08 eV
* SMILES: [H]/N=C/N.O.O.O.O
* multiplicity: 1
* gap between HOMO and LUMO: 9.77 eV
* E_HOMO: -9.7 eV
* energy above the lowest of the compared OMol25 structures with the same formula, charge and spin: 21.2 kcal/mol

Record 4
Formula: C5H10N2O2S2
Source: the OMol25 dataset
Level of theory: the ωB97M-V functional and the def2-TZVPD basis

Atoms and positions in Å:
1 C 2.281 0.732 -0.521
2 C -0.107 1.232 -0.938
3 C -0.376 -1.128 0.776
4 C 3.589 0.531 -0.120
5 C -2.396 -1.787 -0.413
6 N 1.231 1.152 -0.825
7 N -1.132 -1.977 0.101
8 O -2.218 1.592 0.554
9 O -0.137 2.417 1.484
10 S 1.220 -1.196 1.017
11 S -0.811 2.471 0.162
12 H -0.521 1.330 -1.878
13 H -1.058 -0.349 1.317
14 H 4.160 1.455 -0.355
15 H 4.027 -0.376 -0.731
16 H 3.645 0.291 0.903
17 H -2.422 -0.990 -1.267
18 H -2.829 -2.722 -0.769
19 H -3.095 -1.540 0.286
20 H -2.281 1.693 1.532
21 H -0.771 -2.829 -0.317

Computed properties:
* E_LUMO: 0.63 eV
* multiplicity: 1
* gap between HOMO and LUMO: 8.18 eV
* E_HOMO: -7.6 eV
* energy above the lowest of the compared OMol25 structures with the same formula, charge and spin: 77.8 kcal/mol

Record 5
Formula: C26H21N5O4RuS2
Source: the OMol25 dataset
Level of theory: the ωB97M-V functional and the def2-TZVPD basis

Atoms and positions in Å:
1 Ru 0.477 0.802 -1.311
2 O -4.212 0.542 -1.286
3 C -3.099 1.289 -1.456
4 O -2.683 1.601 -2.531
5 C -2.492 1.687 -0.147
6 C -3.315 2.041 0.904
7 C -2.741 2.551 2.061
8 C -1.372 2.687 2.115
9 C -0.609 2.276 1.027
10 N -1.155 1.765 -0.079
11 C 0.911 2.445 1.057
12 O 1.395 3.001 2.031
13 O 1.517 1.995 0.031
14 H -4.527 0.332 -2.178
15 H -4.385 1.932 0.798
16 H -3.363 2.838 2.899
17 H -0.840 3.089 2.966
18 C 3.615 -1.885 0.393
19 C 3.290 -0.509 0.975
20 C 2.152 -0.536 1.955
21 C 2.411 -0.396 3.311
22 C 1.392 -0.424 4.250
23 C 0.089 -0.606 3.829
24 C -0.217 -0.758 2.478
25 C -1.667 -0.942 2.096
26 C -2.202 -2.334 2.434
27 C 0.823 -0.720 1.541
28 N 0.508 -0.804 0.151
29 C -0.051 -1.885 -0.294
30 C -0.626 -1.875 -1.584
31 C -1.272 -2.834 -2.373
32 C -1.643 -2.178 -3.545
33 C -1.214 -0.846 -3.419
34 N -0.620 -0.663 -2.239
35 H 4.456 -1.817 -0.299
36 H 2.770 -2.288 -0.164
37 H 3.873 -2.593 1.184
38 H 3.059 0.194 0.175
39 H 4.169 -0.112 1.487
40 H 3.435 -0.239 3.627
41 H 1.614 -0.290 5.301
42 H -0.720 -0.617 4.552
43 H -1.815 -0.742 1.035
44 H -2.258 -0.199 2.639
45 H -1.670 -3.108 1.879
46 H -3.263 -2.414 2.189
47 H -2.079 -2.550 3.497
48 H -0.107 -2.771 0.335
49 H -1.434 -3.869 -2.115
50 H -2.150 -2.600 -4.398
51 H -1.307 -0.032 -4.119
52 S 2.320 0.016 -2.315
53 C 2.558 1.047 -3.678
54 C 3.688 0.773 -4.510
55 N 4.597 0.529 -5.174
56 C 1.707 2.079 -3.945
57 S 0.327 2.390 -2.962
58 C 1.908 2.926 -5.081
59 N 2.048 3.608 -5.998

Computed properties:
* E_LUMO (spin up / spin down): 2.02 / 1.79 eV
* <S²>: 0.762
* total charge: -1
* multiplicity: 2
* gap between HOMO and LUMO (spin up / spin down): 6.43 / 6.79 eV
* E_HOMO (spin up / spin down): -4.4 / -5.0 eV
* energy above the lowest of the compared OMol25 structures with the same formula, charge and spin: 0.5 kcal/mol

Q: Which of these has the highest energy above the lowest of the compared OMol25 structures with the same formula, charge and spin?
A: C5H10N2O2S2